Here is a cluster of 19 separate species, C29H43BCl54 in total at a distorted geometry from OMol25. Energies are from wB97M-V/def2-TZVPD.

## Properties
* 2S+1: 1
* E_LUMO: 0.201 eV
* F_max: 0.032 hartree/bohr
* energy: -26005.8286 a.u.
* frontier orbital gap: 0.3669 Eh
* HOMO energy: -9.78 eV

Element x y z (Å)
C  -1.32328  5.79707  5.31316
C  -1.67619  4.46288  6.07781
C  -2.88662  3.78976  5.33392
C  -3.24352  2.38979  5.96741
C  -2.85568  1.18538  5.05023
C  -1.46221  0.51617  5.42689
B  -0.35685  0.73382  4.25934
C  0.11333  2.17022  3.72901
C  -0.14970  2.40926  2.17598
C  -1.18878  3.55459  1.87636
C  -0.67329  4.34322  0.59603
C  -2.62223  3.02954  1.52554
H  -0.35611  5.71935  4.77254
H  -1.26566  6.67846  5.98244
H  -2.09181  5.99028  4.53656
H  -1.92720  4.66644  7.14195
H  -0.79008  3.79045  6.09710
H  -2.64291  3.64946  4.26399
H  -3.73044  4.50867  5.40347
H  -4.35576  2.37442  6.06066
H  -2.83359  2.30101  6.99535
H  -3.67507  0.43669  5.14052
H  -2.79795  1.43873  3.97156
H  -1.09268  0.81887  6.42721
H  -1.66544  -0.58336  5.43196
H  0.17506  -0.22191  3.78622
H  1.22145  2.21348  3.89027
H  -0.31486  3.03449  4.27628
H  0.82017  2.78330  1.77211
H  -0.36067  1.47135  1.61971
H  -1.19764  4.23664  2.74914
H  -1.49262  4.50891  -0.13901
H  0.07872  3.72226  0.07639
H  -0.29574  5.35386  0.85392
H  -2.51037  2.17574  0.82860
H  -3.25243  2.79195  2.40562
H  -3.15317  3.85329  0.99403
C  0.67934  1.89245  9.27026
Cl  -1.08148  1.94088  9.11107
Cl  1.45305  2.08383  7.69164
Cl  1.23810  3.13876  10.39155
H  0.95905  0.92163  9.67261
C  2.43069  -2.73029  2.41795
Cl  2.57695  -1.51867  3.69322
Cl  0.81846  -2.68419  1.69677
Cl  3.67081  -2.48152  1.18090
H  2.57956  -3.70971  2.85757
C  3.57735  -3.25295  -2.39328
Cl  1.91273  -3.25665  -2.98565
Cl  4.37655  -4.78568  -2.76946
Cl  4.47903  -1.89416  -3.07664
H  3.55380  -3.13673  -1.31597
C  -4.69558  -0.10957  -1.17992
Cl  -4.97695  -1.07832  -2.63905
Cl  -3.50218  -0.89841  -0.14148
Cl  -4.15894  1.52532  -1.58553
H  -5.62957  -0.04009  -0.63311
C  0.55904  3.31478  -3.29313
Cl  -0.86572  2.83821  -2.36457
Cl  1.67504  1.95483  -3.46261
Cl  0.09004  3.93695  -4.88011
H  1.06702  4.10671  -2.75395
C  -0.49140  8.50123  2.04000
Cl  0.05318  8.68652  0.36852
Cl  -2.04497  7.66083  2.09451
Cl  0.72235  7.64306  2.99699
H  -0.62380  9.48909  2.46572
C  -8.01933  2.43145  -3.27999
Cl  -7.02367  3.88852  -3.35120
Cl  -6.99990  0.98927  -3.21167
Cl  -9.11149  2.49104  -1.89053
H  -8.61849  2.38341  -4.18287
C  6.43784  -8.45743  -3.15346
Cl  7.06263  -9.45546  -4.47304
Cl  5.07075  -7.48205  -3.70312
Cl  5.97139  -9.46508  -1.77960
H  7.22669  -7.78708  -2.83192
C  6.45525  -10.50836  -8.49172
Cl  4.79147  -10.52052  -9.08544
Cl  7.26307  -12.03379  -8.86917
Cl  7.35117  -9.14717  -9.17752
H  6.43116  -10.39194  -7.41398
C  3.62896  -0.76987  11.01161
Cl  1.86688  -0.72907  10.84718
Cl  4.40297  -0.57207  9.43636
Cl  4.17427  0.47656  12.13554
H  3.91051  -1.73745  11.41165
C  -6.78138  4.78003  -7.20307
Cl  -8.22060  4.30043  -6.29470
Cl  -5.62108  3.44915  -7.27587
Cl  -7.22024  5.31144  -8.83037
H  -6.31472  5.61131  -6.68554
C  -0.83902  2.51679  13.72377
Cl  -2.47001  1.86058  13.54361
Cl  -0.45199  2.76301  15.43084
Cl  0.34754  1.45295  12.96281
H  -0.80225  3.47866  13.22408
C  -4.37697  8.51550  -7.48274
Cl  -5.81767  8.03357  -6.57715
Cl  -3.21854  7.18206  -7.55703
Cl  -4.81522  9.05133  -9.10607
H  -3.91079  9.34504  -6.96383
C  10.46373  -10.13827  -10.86523
Cl  10.12632  -11.05805  -12.33599
Cl  11.66184  -10.97193  -9.86826
Cl  11.00875  -8.50419  -11.26149
H  9.54512  -10.05937  -10.29660
C  -4.85274  6.41265  -12.67030
Cl  -4.33840  6.46730  -10.98171
Cl  -5.93867  7.76041  -13.03210
Cl  -3.45406  6.43389  -13.75074
H  -5.39344  5.48727  -12.83237
C  7.03032  -0.87594  15.12609
Cl  6.09613  -2.08410  14.23412
Cl  8.72311  -1.36623  15.24791
Cl  6.89446  0.71056  14.36003
H  6.62393  -0.80531  16.12835
C  2.25434  -10.55048  -12.14575
Cl  1.78341  -12.00251  -11.25583
Cl  2.74334  -10.95855  -13.79411
Cl  0.93199  -9.37688  -12.16139
H  3.10235  -10.10102  -11.64123
C  -1.87083  -13.15165  -9.12579
Cl  -3.53670  -13.16284  -9.71691
Cl  -1.06848  -14.68270  -9.49714
Cl  -0.97131  -11.79701  -9.81581
H  -1.89343  -13.03252  -8.04876

Cartesian forces (eV/Å) of the 3 atoms listed first:
C 0.154 -0.362 0.153
C -0.124 0.487 -0.828
C 0.777 -0.330 1.308